{
  "formula": "C6H10N6O2",
  "method": "ωB97M-V/def2-TZVPD",
  "lumo_ev": -8.744,
  "total_charge": 2,
  "homo_energy_ev": -16.33,
  "homo_lumo_gap_ha": 0.279,
  "de_lowest_kcal_mol": 0.0,
  "elements": ["C", "C", "C", "C", "C", "C", "N", "N", "N", "N", "N", "N", "O", "O", "H", "H", "H", "H", "H", "H", "H", "H", "H", "H"],
  "xyz": [[1.574, 0.139, 0.158], [0.570, 0.641, 1.138], [-1.518, 0.454, -0.007], [2.612, 0.635, 2.016], [-2.132, -0.434, -2.209], [0.181, -0.135, -1.788], [2.726, 0.158, 0.694], [-0.773, -0.919, -2.297], [1.239, -0.542, -1.055], [-0.814, 0.635, 1.112], [1.286, 1.066, 2.187], [-2.440, 0.217, -0.807], [1.208, -1.875, -0.583], [-1.312, 0.894, 2.475], [2.694, -0.249, 2.668], [3.240, 1.525, 2.225], [-2.419, 0.158, -3.065], [-2.879, -1.166, -2.474], [0.272, 0.890, -2.048], [-0.574, -1.884, -2.125], [0.835, 1.343, 2.998], [-3.424, 0.698, -0.823], [1.791, -2.440, -1.074], [-1.942, 0.193, 2.686]]
}